1.
# C30H65BFN4O5

2 unconnected molecules or ions with the total composition C30H65BFN4O5 (wB97M-V/def2-TZVPD, the OMol25 dataset).

Each line ends with the Löwdin charge.
Positions of all 106 atoms, in Å:
1 C 4.68982 2.75475 -3.34574  -0.11
2 C 4.44910 4.18884 -2.89706  -0.26
3 C 3.87061 4.30110 -1.48132  -0.21
4 C 2.52805 5.01045 -1.38726  -0.20
5 C 1.51331 4.62212 -2.46624  -0.19
6 C 0.11480 4.29662 -1.93731  -0.20
7 C -0.93425 5.35850 -2.25395  -0.20
8 C -2.06716 5.43657 -1.23068  -0.21
9 C -3.41707 5.69933 -1.85928  -0.20
10 C -4.13862 4.46261 -2.36621  -0.19
11 C -3.23493 3.31240 -2.71557  -0.23
12 C -3.99645 2.14850 -3.30450  -0.19
13 C -3.41297 0.78794 -3.01722  -0.18
14 C -1.90319 0.75012 -3.12768  -0.14
15 N -1.40396 -0.57106 -2.75873  0.18
16 C -0.67698 -0.91434 -1.72197  -0.25
17 N -0.36160 -0.02103 -0.72524  0.17
18 C -1.54283 0.49246 0.04885  -0.07
19 C -1.15308 1.22327 1.30610  -0.17
20 O -2.17550 2.17807 1.53986  -0.03
21 C -2.06365 2.85604 2.75816  -0.41
22 C -0.85786 3.72863 2.91097  0.02
23 O -2.96713 2.72814 3.64896  0.09
24 B 0.72173 -0.63616 0.15553  -0.74
25 O 2.02000 -0.54687 -0.29026  0.20
26 O 0.35088 -1.20037 1.32390  0.04
27 C 1.27315 -1.24535 2.42832  0.00
28 N -0.16668 -2.22756 -1.64005  0.05
29 C -1.12139 -3.17130 -0.96674  -0.19
30 O -0.62217 -4.44559 -0.93892  -0.12
31 C 0.45695 -4.65264 -0.02052  -0.03
32 C 0.45126 -2.73799 -2.88597  -0.34
33 C -0.41344 -3.59524 -3.79086  0.00
34 F 1.56428 -3.44926 -2.52276  0.04
35 H 3.79210 2.31725 -3.77021  0.06
36 H 5.47311 2.69139 -4.08782  0.07
37 H 4.99450 2.13599 -2.51009  0.06
38 H 5.40332 4.69655 -2.91778  0.10
39 H 3.81495 4.69002 -3.61529  0.10
40 H 3.81673 3.32635 -1.02128  0.09
41 H 4.57375 4.87348 -0.88978  0.11
42 H 2.68339 6.08093 -1.36314  0.11
43 H 2.09641 4.76096 -0.42895  0.09
44 H 1.88880 3.77681 -3.03007  0.10
45 H 1.42439 5.44236 -3.16542  0.11
46 H -0.22301 3.34077 -2.33515  0.08
47 H 0.13762 4.19884 -0.85912  0.09
48 H -1.34671 5.21306 -3.24544  0.10
49 H -0.42834 6.31697 -2.23874  0.12
50 H -2.10987 4.53474 -0.62420  0.09
51 H -1.85368 6.24112 -0.54123  0.11
52 H -4.06183 6.15022 -1.11518  0.11
53 H -3.32930 6.43696 -2.64571  0.11
54 H -4.71485 4.75459 -3.23538  0.12
55 H -4.83701 4.11563 -1.61469  0.12
56 H -2.45830 3.61967 -3.40969  0.11
57 H -2.71320 2.98170 -1.81729  0.09
58 H -4.13834 2.27776 -4.37080  0.12
59 H -4.98680 2.14073 -2.86637  0.12
60 H -3.81090 0.12345 -3.77766  0.12
61 H -3.74028 0.39025 -2.06386  0.12
62 H -1.40695 1.52050 -2.55301  0.09
63 H -1.62826 0.87682 -4.16590  0.14
64 H -1.66103 -1.30477 -3.40303  0.15
65 H -2.21183 -0.31371 0.31674  0.14
66 H -2.11992 1.17415 -0.56200  0.10
67 H -0.17996 1.71488 1.21614  0.14
68 H -1.10492 0.52614 2.13525  0.14
69 H -0.60619 4.22874 1.98825  0.08
70 H -0.02126 3.13262 3.25093  0.09
71 H -1.11097 4.46954 3.65021  0.10
72 H 2.50693 0.23059 -0.01148  0.12
73 H 2.11450 -1.88258 2.20071  0.10
74 H 1.61764 -0.25060 2.67693  0.10
75 H 0.73875 -1.65280 3.27187  0.08
76 H -2.07869 -3.17346 -1.47728  0.14
77 H -1.29332 -2.77783 0.03338  0.13
78 H 0.33551 -5.64419 0.38740  0.08
79 H 0.45137 -3.94306 0.78922  0.08
80 H 1.38827 -4.64479 -0.56763  0.09
81 H 0.79612 -1.86320 -3.42698  0.15
82 H -0.17268 -4.63512 -3.63339  0.10
83 H -0.19135 -3.37066 -4.82343  0.09
84 H -1.47626 -3.45318 -3.64131  0.08
85 C -0.83329 -4.20864 4.98061  -0.08
86 C -0.11434 -5.45098 4.47679  -0.27
87 N 1.26888 -5.19831 4.11688  -0.20
88 C 1.87830 -6.27928 3.36076  -0.26
89 C 2.06041 -7.64598 4.03037  -0.08
90 C 2.08851 -4.60835 5.16332  -0.25
91 C 2.20634 -5.35676 6.49668  -0.07
92 H -0.74076 -3.38974 4.26393  0.06
93 H -1.89302 -4.42480 5.11523  0.08
94 H -0.44732 -3.86918 5.94164  0.07
95 H -0.62587 -5.80792 3.57834  0.12
96 H -0.21932 -6.24969 5.22648  0.11
97 H 2.85093 -5.93367 2.99866  0.11
98 H 1.26750 -6.42032 2.46225  0.09
99 H 2.86731 -7.63930 4.76090  0.06
100 H 2.31810 -8.39045 3.27536  0.07
101 H 1.14958 -7.98430 4.52402  0.07
102 H 1.69887 -3.60766 5.37117  0.09
103 H 3.08757 -4.44251 4.75212  0.11
104 H 1.23702 -5.69849 6.86029  0.07
105 H 2.62112 -4.68997 7.25409  0.07
106 H 2.86830 -6.21794 6.43025  0.06

Properties
Highest occupied orbital energy, eV: -10.1
Net charge: +1
Frontier orbital gap, eV: 7.00

2.
# C6H10N

A gas-phase ion, C6H10N (charge +1) (wB97M-V/def2-TZVPD, the OMol25 dataset).

Each line ends with the Löwdin charge.
Positions of all 17 atoms, in Å:
1 C -0.50263 -1.45190 -0.25656  -0.06
2 C 0.63657 -0.98852 0.06901  -0.05
3 C -1.76289 -0.69332 -0.29658  -0.16
4 C -2.18889 0.07386 0.78429  -0.06
5 C 2.67723 0.32373 -0.26778  -0.08
6 C 1.74231 -0.54220 0.56030  -0.10
7 N -1.63722 0.84714 -0.31124  0.15
8 H -0.56839 -2.53583 -0.47374  0.14
9 H -2.52430 -1.00431 -1.03977  0.18
10 H -3.26966 0.36500 0.77500  0.16
11 H 3.76391 0.54891 0.09035  0.12
12 H 2.11409 1.27109 -0.40821  0.08
13 H 2.80623 -0.16777 -1.20513  0.06
14 H -1.67481 0.24458 1.71648  0.15
15 H 2.04009 -0.54128 1.57913  0.11
16 H -0.79186 1.38910 -0.08412  0.19
17 H -2.25258 1.32997 -0.92310  0.16

Properties
SMILES: CC=C=C[C@H]1C[NH2+]1
Energy above the lowest of the compared OMol25 structures with the same formula, charge and spin, kcal/mol: 50.4
Highest occupied orbital energy, eV: -13.6
Net charge: +1
Frontier orbital gap, eV: 10.21

3.
# C6H6N2O2S

A molecular structure, C6H6N2O2S (wB97M-V/def2-TZVPD, the OMol25 dataset).

Each line ends with the Löwdin charge.
Positions of all 17 atoms, in Å:
1 C 0.56115 1.70569 0.22554  -0.02
2 C 1.13278 1.34851 1.46036  -0.10
3 C 0.29046 0.52388 -0.38131  -0.36
4 C -2.39068 0.38299 0.25422  -0.14
5 C -0.37160 0.35461 -1.64985  -0.29
6 C 0.45999 -1.87210 0.20409  -0.19
7 N 1.24060 0.02126 1.53493  0.08
8 N 0.83142 -0.48700 0.38786  -0.10
9 O -2.32184 -0.19745 1.26008  0.00
10 O -0.85560 -1.97657 -0.25299  -0.47
11 S -1.56741 -1.05839 -1.40043  0.98
12 H 0.39285 2.71380 0.00424  0.10
13 H 1.39518 2.03713 2.12897  0.06
14 H -1.04010 1.09081 -1.92991  0.07
15 H 0.24386 0.04558 -2.40034  0.05
16 H 0.69832 -2.42593 1.14747  0.15
17 H 1.30063 -2.20680 -0.59295  0.17

Properties
Energy above the lowest of the compared OMol25 structures with the same formula, charge and spin, kcal/mol: 57.6
Highest occupied orbital energy, eV: -8.4
Net charge: 0
Frontier orbital gap, eV: 8.97

4.
# C4H7NOS2

A single C4H7NOS2 molecule (wB97M-V/def2-TZVPD, the OMol25 dataset).

Each line ends with the Löwdin charge.
Positions of all 15 atoms, in Å:
1 C 0.77405 1.39509 0.27803  -0.10
2 C -0.76544 -0.37922 -0.78923  -0.13
3 C -1.95279 -0.50611 0.21056  -0.94
4 C 1.64160 -0.88590 -0.21691  -0.75
5 H 1.77612 1.81329 -0.19370  0.07
6 H -0.17115 2.08176 -0.05603  0.12
7 H 0.90575 1.69447 1.53211  0.15
8 H -0.94988 0.36667 -1.56007  0.11
9 H -0.85343 -1.31265 -1.40587  0.14
10 H -0.53466 -0.72925 1.38645  0.09
11 H 1.25954 -1.95158 -0.26469  0.10
12 N 0.61898 -0.06671 -0.16528  -0.26
13 O -1.48501 -0.79953 1.36201  0.05
14 S -3.48955 -0.20802 -0.17990  0.73
15 S 3.22587 -0.51230 0.06252  0.60

Properties
SMILES: CN(C=S)CC(O)=S
Energy above the lowest of the compared OMol25 structures with the same formula, charge and spin, kcal/mol: 58.3
Highest occupied orbital energy, eV: -8.8
Net charge: 0
Frontier orbital gap, eV: 9.01

Q: highest occupied orbital energy of number 2 (C6H10N)?
A: -13.6 eV